Entry 1:
7
Properties=species:S:1:pos:R:3:nbo_charge:R:1 method="wB97M-V/def2-TZVPD" homo_lumo_gap_ev="7.028 / 7.203" energy_ev=-34657.07636 homo_ev="-8.354 / -8.660" e_lumo_ev="-1.3265 / -1.4572"
C 0.959 -0.418 -1.051 -0.5898
P -1.628 -0.399 0.644 0.1582
I 2.357 0.422 0.258 0.2126
I -0.090 1.064 -2.196 0.1804
I -1.147 1.517 1.992 -0.0801
H -1.824 -0.958 1.959 -0.0495
H 1.372 -1.228 -1.606 0.1683

Entry 2:
7
Properties=species:S:1:pos:R:3:nbo_charge:R:1 method="wB97M-V/def2-TZVPD" homo_lumo_gap_ev="7.547 / 6.209" energy_ev=-34656.95477 homo_ev="-8.012 / -9.566" e_lumo_ev="-0.4655 / -3.3574" spin_multiplicity=3
C -1.884 -0.745 -0.079 -0.7830
P -0.123 -0.748 -0.035 0.3588
I -2.972 -0.727 -1.911 0.2240
I 3.662 -1.890 -0.560 -0.0079
I -2.920 -1.728 1.508 0.2007
H -0.003 0.212 0.998 0.0034
H -0.085 0.036 -1.231 0.0040

Entry 3:
8
Properties=species:S:1:pos:R:3:nbo_charge:R:1 method="wB97M-V/def2-TZVPD" homo_lumo_gap_ev=8.713 energy_ev=-32271.43558 homo_ev=-9.010 e_lumo_ev=-0.2967
C 3.115 -1.447 -0.098 0.1633
N 1.912 -1.514 -0.016 -0.4302
N 0.871 -1.204 -1.099 -0.7676
P 0.361 0.092 -0.391 1.1193
S 4.599 -1.324 0.102 0.1096
I 1.908 1.902 0.022 -0.1128
H -0.232 0.006 0.874 -0.0353
H -0.564 0.598 -1.151 -0.0463

Entry 4:
7
Properties=species:S:1:pos:R:3:nbo_charge:R:1 method="wB97M-V/def2-TZVPD" homo_lumo_gap_ev="7.843 / 8.805" energy_ev=-14750.43488 homo_ev="-9.238 / -8.482" e_lumo_ev="-1.3947 / 0.3236"
C -0.245 2.436 1.678 0.3774
N 0.709 -0.396 0.135 -0.2690
O 0.200 3.426 1.416 -0.4517
O -0.393 0.083 -0.455 -0.5007
I -2.261 1.837 1.614 0.0723
H 1.490 0.352 0.136 0.2880
H -0.874 -0.732 -0.509 0.4837

Entry 5:
6
Properties=species:S:1:pos:R:3:nbo_charge:R:1 method="wB97M-V/def2-TZVPD" homo_lumo_gap_ev="6.572 / 6.573" energy_ev=-21491.91065 homo_ev="-8.725 / -8.725" e_lumo_ev="-2.1526 / -2.1520"
C 0.387 0.662 -0.686 -0.1981
N 0.934 0.949 0.340 -0.1534
S -0.127 -0.831 2.023 -0.2305
I -1.760 -1.723 0.595 0.1288
H 0.843 1.097 -1.647 0.2384
H -0.277 -0.155 -0.625 0.2147

Entry 6:
8
Properties=species:S:1:pos:R:3:mulliken_charge:R:1 method="wB97M-V/def2-TZVPD" homo_lumo_gap_ev="5.491 / 5.489" energy_ev=-14421.94587 homo_ev="-14.634 / -14.632" e_lumo_ev="-9.1426 / -9.1429" charge=+1
O -0.474 1.243 -0.617 -0.3525
C -1.312 0.261 -0.575 0.7324
O -2.441 0.381 -0.102 -0.3965
O -0.829 -0.969 -0.794 -0.4969
In 1.308 1.143 -0.201 1.2811
H -0.170 -1.277 -0.065 0.3910
O 1.580 -0.166 0.994 -0.5335
H 2.338 -0.616 1.361 0.3749

Entry 7:
7
Properties=species:S:1:pos:R:3:nbo_charge:R:1 method="wB97M-V/def2-TZVPD" homo_lumo_gap_ev=8.911 energy_ev=-8141.38333 smiles="N=C=O.N=O" homo_ev=-8.672 e_lumo_ev=0.2390
C -0.368 -2.426 -0.133 0.8799
N 0.289 -3.194 -0.747 -0.7468
N -1.572 0.926 0.194 -0.0428
O -1.072 -1.716 0.462 -0.5493
O -0.917 1.436 1.079 -0.2692
H -1.372 -0.137 0.035 0.2886
H 0.769 -3.249 -1.616 0.4396

Entry 8:
8
Properties=species:S:1:pos:R:3:nbo_charge:R:1 method="wB97M-V/def2-TZVPD" homo_lumo_gap_ev="8.298 / 8.302" energy_ev=-18975.64164 homo_ev="-9.727 / -9.730" e_lumo_ev="-1.4297 / -1.4283"
C -0.056 0.297 0.121 -0.5467
N -0.866 0.488 1.324 -0.2224
N -0.940 1.599 1.785 0.2368
O 2.150 1.699 -0.064 -0.8414
O -0.402 2.620 1.308 -0.4200
S 0.768 1.847 -0.441 1.2932
H 0.718 -0.431 0.359 0.2572
H -0.718 -0.074 -0.657 0.2434